1.
ORCA calculation (ωB97M-V/def2-TZVPD) on a molecular structure, C38H45N8O4S4Tb.

Properties
LUMO level (alpha / beta) = 0.14134 / 0.14135 Ha
charge = -2
spin multiplicity = 7
HOMO-LUMO gap (alpha / beta) = 4.6 / 4.6 eV
HOMO level (alpha / beta) = -0.027 / -0.027 Ha

Each line ends with the Mulliken charge.
Atoms and positions in Å:
1 Tb 0.608 0.095 -0.038  -0.33
2 C -2.655 4.721 -4.058  -1.72
3 C -2.605 3.622 -3.032  0.52
4 C -2.995 3.832 -1.710  -0.86
5 C -2.815 2.851 -0.759  0.02
6 C -2.253 1.596 -1.041  0.14
7 N -1.956 0.701 -0.010  0.71
8 C -3.023 0.400 0.782  0.06
9 C -4.340 0.325 0.247  -0.31
10 C -5.446 -0.045 0.980  -1.21
11 C -5.340 -0.408 2.322  0.51
12 C -6.517 -0.907 3.117  -1.57
13 C -4.071 -0.342 2.872  -0.13
14 C -2.951 0.087 2.160  -0.31
15 N -1.745 0.213 2.924  0.43
16 C -1.720 0.508 4.242  -0.48
17 C -0.489 0.146 4.727  -1.44
18 C 0.192 -0.360 3.603  -0.21
19 N -0.562 -0.323 2.521  0.07
20 C -1.947 1.380 -2.389  -0.46
21 C -2.088 2.379 -3.346  -0.26
22 N -1.460 0.118 -2.860  0.36
23 C -1.655 -0.427 -4.083  -0.17
24 C -1.021 -1.646 -4.100  -1.56
25 C -0.466 -1.771 -2.813  -0.38
26 N -0.746 -0.709 -2.079  0.43
27 H -3.539 5.350 -3.926  0.40
28 H -2.680 4.316 -5.072  0.36
29 H -1.776 5.367 -3.988  0.27
30 H -3.393 4.797 -1.413  0.31
31 H -3.067 3.047 0.277  0.47
32 H -4.459 0.568 -0.801  0.46
33 H -6.414 -0.084 0.489  0.30
34 H -7.456 -0.521 2.714  0.37
35 H -6.457 -0.594 4.163  0.35
36 H -6.588 -1.999 3.111  0.28
37 H -3.928 -0.641 3.905  0.58
38 H -2.577 0.956 4.715  0.55
39 H -0.127 0.234 5.737  0.60
40 H 1.203 -0.727 3.519  0.37
41 H -1.729 2.194 -4.352  0.40
42 H -2.237 0.082 -4.830  0.52
43 H -0.957 -2.338 -4.921  0.41
44 H 0.123 -2.557 -2.368  0.50
45 C 4.240 -2.256 2.514  -1.90
46 C 2.940 -1.847 1.838  0.70
47 S 2.809 -0.091 1.612  -0.19
48 C 2.094 -2.795 1.384  0.86
49 C 2.452 -4.255 1.555  -1.82
50 S 0.609 -2.571 0.418  -0.30
51 H 4.788 -1.369 2.829  0.40
52 H 4.885 -2.814 1.826  0.30
53 H 4.083 -2.884 3.398  0.32
54 H 3.027 -4.447 2.463  0.37
55 H 3.055 -4.596 0.704  0.27
56 H 1.552 -4.873 1.581  0.39
57 C 2.206 -3.182 -7.464  -1.57
58 C 2.571 -2.574 -6.134  1.13
59 C 2.315 -3.245 -4.943  -0.72
60 C 2.645 -2.684 -3.717  -0.39
61 C 3.249 -1.434 -3.664  -0.27
62 C 3.527 -0.758 -4.847  -0.45
63 C 3.184 -1.326 -6.067  -0.77
64 S 3.554 -0.694 -2.056  0.99
65 O 3.618 -1.818 -1.165  -0.57
66 O 4.750 0.102 -2.248  -0.83
67 N 2.263 0.181 -1.801  0.45
68 C 2.285 1.429 -2.583  -0.30
69 C 1.317 2.481 -2.065  -0.11
70 O 1.346 3.602 -2.564  -0.83
71 O 0.510 2.087 -1.140  0.14
72 H 1.545 -4.041 -7.333  0.34
73 H 3.088 -3.526 -8.011  0.33
74 H 1.692 -2.459 -8.101  0.35
75 H 1.834 -4.218 -4.974  0.27
76 H 2.432 -3.196 -2.785  0.52
77 H 4.018 0.205 -4.803  0.51
78 H 3.392 -0.786 -6.987  0.33
79 H 1.996 1.255 -3.631  0.15
80 H 3.276 1.883 -2.601  0.52
81 C 2.070 4.196 6.133  -1.32
82 C 1.115 3.246 5.429  -0.49
83 N 1.144 3.419 3.984  0.00
84 C 0.051 3.452 3.171  -0.65
85 S 0.121 3.005 1.588  0.13
86 N -1.117 3.932 3.750  0.17
87 C -1.117 5.234 4.415  -0.33
88 C -2.258 5.338 5.409  -1.17
89 H 2.056 4.029 7.213  0.37
90 H 1.806 5.238 5.939  0.31
91 H 3.093 4.044 5.785  0.31
92 H 0.091 3.388 5.772  0.30
93 H 1.374 2.212 5.661  0.38
94 H 1.929 2.993 3.508  0.35
95 H -1.853 3.851 3.059  0.23
96 H -1.186 6.032 3.666  0.41
97 H -0.161 5.368 4.916  0.09
98 H -3.217 5.154 4.921  0.29
99 H -2.295 6.333 5.858  0.40
100 H -2.147 4.598 6.204  0.26

2.
ORCA calculation (ωB97M-V/def2-TZVPD) on 9 unconnected molecules or ions with the total composition C38H46Br8.

Properties
LUMO level = 0.00636 Ha
SMILES string = c1ccccc1.c1ccccc1.c1ccccc1.c1ccccc1.c1ccccc1.BrCCBr.BrCCBr.BrCCBr.BrCCBr
HOMO-LUMO gap = 9.2 eV
HOMO level = -0.332 Ha

Each line ends with the Mulliken charge.
Atoms and positions in Å:
1 Br 2.666 2.337 -3.060  -0.15
2 C 1.251 2.220 -4.503  -0.73
3 C 1.533 1.029 -5.460  -0.52
4 Br 1.523 -0.677 -4.407  -0.13
5 H 1.195 3.214 -4.946  0.49
6 H 0.254 2.065 -4.090  0.27
7 H 2.526 1.160 -5.892  0.39
8 H 0.714 1.034 -6.178  0.37
9 Br 4.536 -0.069 -0.138  -0.17
10 C 4.374 -1.922 -0.912  -0.13
11 C 5.698 -2.381 -1.456  -0.66
12 Br 5.618 -3.694 -2.905  -0.16
13 H 3.749 -1.644 -1.761  0.05
14 H 3.895 -2.567 -0.176  0.37
15 H 6.297 -2.834 -0.666  0.38
16 H 6.297 -1.586 -1.900  0.35
17 Br -1.871 -1.260 -6.048  -0.14
18 C -3.487 -0.238 -5.863  -0.46
19 C -4.315 -0.996 -4.848  -0.60
20 Br -6.161 -0.151 -4.681  -0.18
21 H -4.043 -0.251 -6.801  0.41
22 H -3.385 0.759 -5.436  0.37
23 H -3.747 -1.045 -3.918  0.14
24 H -4.469 -2.037 -5.131  0.45
25 Br -1.890 -0.136 -1.864  -0.16
26 C -0.450 0.381 -0.440  -0.21
27 C 0.857 -0.314 -0.695  0.94
28 Br 0.425 -2.289 -0.655  -0.11
29 H -0.877 0.161 0.538  0.24
30 H -0.235 1.444 -0.549  -0.06
31 H 1.582 0.029 0.043  -0.28
32 H 1.222 -0.114 -1.703  -0.22
33 C 0.995 0.333 3.380  0.11
34 C 0.322 0.500 4.562  -0.83
35 C 0.628 1.624 5.307  -0.19
36 C 1.652 2.458 4.883  -0.64
37 C 2.315 2.219 3.714  -0.26
38 C 1.994 1.145 2.946  -0.49
39 H 0.857 -0.533 2.749  0.54
40 H -0.417 -0.225 4.867  0.47
41 H 0.095 1.898 6.206  0.40
42 H 1.897 3.303 5.509  0.38
43 H 3.089 2.917 3.430  0.36
44 H 2.377 1.148 1.936  0.10
45 C -1.241 5.526 2.541  -0.51
46 C -2.431 5.548 1.815  -0.51
47 C -2.871 4.413 1.134  -0.31
48 C -2.155 3.252 1.247  -0.73
49 C -0.982 3.173 1.974  0.44
50 C -0.533 4.293 2.654  -0.30
51 H -0.930 6.508 2.867  0.37
52 H -2.749 6.551 1.572  0.34
53 H -3.649 4.436 0.386  0.41
54 H -2.603 2.365 0.823  0.33
55 H -0.402 2.262 1.976  0.12
56 H 0.437 4.249 3.127  0.31
57 C 1.003 -6.758 -0.189  -0.37
58 C 0.991 -5.914 0.900  0.08
59 C 1.481 -6.404 2.163  -0.30
60 C 2.060 -7.613 2.288  -0.45
61 C 2.068 -8.466 1.166  -0.41
62 C 1.517 -8.023 -0.046  -0.38
63 H 0.589 -6.334 -1.092  0.37
64 H 0.796 -4.864 0.740  0.01
65 H 1.423 -5.768 3.033  0.39
66 H 2.397 -7.940 3.261  0.37
67 H 2.269 -9.527 1.129  0.32
68 H 1.379 -8.605 -0.945  0.33
69 C -1.028 5.271 -2.299  -0.48
70 C -0.064 4.940 -1.331  0.17
71 C 0.973 5.829 -1.134  -0.56
72 C 1.077 7.024 -1.859  -0.35
73 C 0.094 7.398 -2.758  -0.36
74 C -1.035 6.530 -2.920  -0.71
75 H -1.833 4.582 -2.507  0.47
76 H -0.229 3.998 -0.830  0.36
77 H 1.842 5.630 -0.525  0.38
78 H 1.916 7.681 -1.685  0.37
79 H 0.056 8.361 -3.245  0.39
80 H -1.712 6.755 -3.731  0.34
81 C -3.764 -2.914 2.890  -0.31
82 C -2.503 -2.744 2.438  -0.56
83 C -1.661 -3.802 2.620  0.45
84 C -1.996 -4.937 3.399  -0.61
85 C -3.279 -5.021 3.768  -0.27
86 C -4.198 -3.990 3.663  -0.62
87 H -4.515 -2.214 2.554  0.35
88 H -2.282 -1.812 1.940  0.42
89 H -0.685 -3.732 2.162  0.12
90 H -1.209 -5.643 3.621  0.33
91 H -3.694 -5.894 4.250  0.33
92 H -5.218 -4.073 4.009  0.36

3.
ORCA calculation (ωB97M-V/def2-TZVPD) on a molecular structure, C38H47Al2Br6Ca2Cl5F8LiN3O9S.

Properties
LUMO level = -0.16063 Ha
HOMO-LUMO gap = 1.9 eV
HOMO level = -0.232 Ha

Each line ends with the Mulliken charge.
Atoms and positions in Å:
1 C -2.136 4.736 0.391  -0.69
2 C -2.714 4.731 -1.052  -0.82
3 C -2.645 3.355 -1.789  0.16
4 C -2.719 2.099 -0.875  -0.50
5 C -1.370 1.661 -0.269  0.22
6 C -1.306 1.552 1.161  -0.02
7 C -0.170 1.159 1.901  1.23
8 C -0.134 1.026 3.445  -1.42
9 C -0.825 2.183 4.223  -1.23
10 C -2.387 2.175 4.210  -0.48
11 C -3.045 0.773 4.213  -0.49
12 O -4.436 0.981 3.769  -0.35
13 C -4.727 -0.010 2.842  0.22
14 O -4.913 -1.130 3.221  -0.45
15 C 0.991 0.839 1.108  1.51
16 Cl 2.578 0.288 1.728  -0.16
17 C 0.929 0.932 -0.273  -1.15
18 C -0.223 1.336 -1.024  -0.15
19 N -0.199 1.359 -2.477  2.02
20 C 0.577 2.531 -3.032  -0.90
21 O 0.570 3.577 -2.068  -0.10
22 N 1.896 3.952 -1.769  0.21
23 O 1.924 5.042 -1.371  -0.38
24 C 0.324 0.115 -3.001  -1.78
25 C 1.513 -0.427 -2.531  0.19
26 C 2.050 -1.618 -2.968  -0.70
27 C 3.278 -1.949 -2.225  -1.07
28 C 2.608 -2.742 -1.038  0.82
29 C 3.218 -4.076 -0.593  -1.47
30 N 1.541 -2.252 -0.501  0.45
31 C 1.377 -2.351 -3.971  2.14
32 Cl 2.088 -3.871 -4.460  -0.07
33 C 0.148 -1.849 -4.493  -0.14
34 C -0.678 -2.615 -5.547  -1.37
35 Cl -1.072 -4.288 -4.995  -0.02
36 C 0.119 -2.593 -6.883  0.20
37 C 0.256 -1.150 -7.461  -0.60
38 Cl -0.653 -3.751 -8.068  -0.07
39 C -0.376 -0.617 -3.994  0.20
40 C -1.674 0.002 -4.378  -0.99
41 Br -1.992 1.290 -5.756  0.02
42 C -2.668 -0.418 -3.583  0.21
43 C -4.127 0.036 -3.615  -1.10
44 Br -2.137 -1.765 -2.225  0.00
45 S 2.346 0.472 -1.224  -0.45
46 H -1.122 4.279 0.332  0.07
47 H -2.717 4.112 1.099  0.07
48 H -1.984 5.749 0.799  0.47
49 H -3.736 5.154 -1.000  0.35
50 H -2.116 5.461 -1.635  0.30
51 H -1.778 3.359 -2.462  -0.19
52 H -3.540 3.309 -2.447  0.43
53 H -3.452 2.203 -0.052  0.58
54 H -3.080 1.259 -1.502  -0.57
55 H -2.216 1.774 1.727  -0.19
56 H 0.931 1.032 3.774  0.34
57 H -0.523 0.026 3.740  0.81
58 H -0.444 2.256 5.260  0.53
59 H -0.511 3.128 3.731  0.29
60 H -2.820 2.773 3.391  0.29
61 H -2.705 2.667 5.152  0.29
62 H -2.606 0.052 3.502  0.39
63 H -3.140 0.363 5.236  0.36
64 H -4.761 0.180 1.747  0.32
65 H -0.031 2.899 -3.883  0.28
66 H 1.598 2.251 -3.347  0.51
67 H 4.072 -2.499 -2.754  0.76
68 H 3.757 -1.047 -1.798  0.23
69 H 2.480 -4.891 -0.700  0.18
70 H 3.567 -3.948 0.444  0.50
71 H 4.102 -4.274 -1.231  0.31
72 H 1.147 -2.842 0.338  0.42
73 H -1.654 -2.128 -5.716  0.57
74 H 1.186 -2.968 -6.699  0.29
75 H 0.552 -1.239 -8.525  0.43
76 H 1.005 -0.627 -6.841  0.27
77 H -0.706 -0.610 -7.452  0.05
78 H -4.531 -0.096 -2.594  0.33
79 H -4.210 1.116 -3.840  0.36
80 H -4.743 -0.541 -4.326  0.29
81 Ca 0.068 -1.454 -0.879  0.19
82 F 1.608 -6.447 -3.086  -0.25
83 Al -0.023 -6.933 -2.578  0.58
84 F -0.882 -5.500 -2.155  -0.34
85 F 0.057 -7.975 -1.231  -0.35
86 F -0.808 -7.709 -3.880  -0.38
87 Br 3.074 -7.859 -2.151  -0.21
88 C 6.743 -2.013 -1.046  0.05
89 Br 6.316 -0.600 0.195  0.06
90 Br 8.541 -1.864 -1.738  -0.02
91 Br 6.412 -3.782 -0.334  0.01
92 H 6.071 -1.884 -1.884  -0.03
93 F -2.152 -5.709 -9.956  -0.39
94 Al -3.392 -5.411 -11.159  0.63
95 F -4.926 -5.829 -10.506  -0.41
96 F -3.069 -6.367 -12.550  -0.40
97 F -3.374 -3.736 -11.581  -0.44
98 Li 2.034 -0.277 3.777  0.81
99 Cl 1.839 -2.499 2.010  -0.55
100 C 0.111 2.898 11.193  -1.10
101 C 0.228 3.766 9.957  -0.20
102 O -0.803 3.456 9.004  -0.30
103 C -2.005 3.971 9.272  0.69
104 O -2.288 4.663 10.211  -0.55
105 O -2.853 3.561 8.320  -0.25
106 C -4.206 3.973 8.528  -0.69
107 H 0.090 1.842 10.918  0.29
108 H 0.950 3.073 11.866  0.36
109 H -0.812 3.107 11.733  0.31
110 H 1.176 3.566 9.459  0.29
111 H 0.211 4.827 10.208  0.31
112 H -4.273 5.049 8.684  0.34
113 H -4.633 3.437 9.375  0.31
114 H -4.768 3.716 7.633  0.19
115 Ca 1.864 -3.630 -8.720  0.93
116 C 7.960 -0.629 3.869  -0.71
117 C 6.567 -0.444 4.491  0.56
118 O 5.785 0.310 3.851  -0.70
119 O 6.370 -1.059 5.556  -0.73
120 H 8.053 -0.059 2.942  0.14
121 H 8.728 -0.286 4.566  0.28
122 H 8.135 -1.685 3.647  0.21

4.
ORCA calculation (ωB97M-V/def2-TZVPD) on a molecular structure, C38H47BCsF6N15O4PSSb.

Properties
LUMO level (alpha / beta) = -0.10006 / -0.07458 Ha
HOMO-LUMO gap (alpha / beta) = 5.9 / 6.6 eV
HOMO level (alpha / beta) = -0.318 / -0.318 Ha

Each line ends with the Mulliken charge.
Atoms and positions in Å:
1 Cs 0.373 -0.044 0.326  0.80
2 C -1.166 -3.816 1.500  -0.52
3 C 0.240 -4.250 1.237  0.39
4 C 0.767 -5.558 1.237  -1.61
5 C 2.102 -5.399 0.962  -0.18
6 N 2.333 -4.075 0.814  1.00
7 N 1.191 -3.364 0.985  -0.34
8 B 3.599 -3.324 0.456  -0.21
9 N 3.417 -2.539 -0.882  0.66
10 C 3.436 -2.944 -2.157  -0.08
11 C 3.170 -1.850 -2.966  -1.67
12 C 3.002 -0.768 -2.096  0.68
13 C 2.772 0.678 -2.385  -0.51
14 N 3.092 -1.245 -0.851  -0.08
15 N 3.838 -2.193 1.487  1.25
16 C 3.917 -2.210 2.826  -0.30
17 C 3.991 -0.908 3.278  -1.51
18 C 3.914 -0.106 2.132  0.70
19 C 3.870 1.371 1.966  -1.01
20 N 3.873 -0.922 1.082  -0.48
21 N 4.817 -4.228 0.366  0.73
22 C 6.052 -4.064 0.890  -0.17
23 C 6.866 -5.033 0.361  -1.13
24 C 6.034 -5.755 -0.520  0.66
25 C 6.390 -6.913 -1.395  -1.26
26 N 4.807 -5.260 -0.515  -1.23
27 H -1.817 -4.682 1.618  0.37
28 H -1.224 -3.214 2.408  0.00
29 H -1.553 -3.214 0.676  -0.06
30 H 0.238 -6.480 1.414  0.45
31 H 2.897 -6.114 0.839  0.56
32 H 3.629 -3.979 -2.387  0.57
33 H 3.106 -1.838 -4.040  0.48
34 H 3.694 1.153 -2.725  0.41
35 H 2.019 0.823 -3.160  0.07
36 H 2.453 1.219 -1.496  -0.13
37 H 3.909 -3.145 3.361  0.60
38 H 4.046 -0.575 4.300  0.42
39 H 4.360 1.868 2.802  0.44
40 H 4.357 1.668 1.039  0.37
41 H 2.836 1.722 1.940  -0.02
42 H 6.258 -3.283 1.604  0.51
43 H 7.906 -5.205 0.580  0.40
44 H 7.220 -7.478 -0.973  0.35
45 H 5.536 -7.579 -1.510  0.35
46 H 6.688 -6.575 -2.389  0.22
47 C -0.010 5.099 1.538  -0.80
48 N 1.008 4.821 0.534  0.30
49 C 2.349 4.705 0.794  -0.12
50 C 2.941 4.386 -0.392  -1.13
51 N 1.993 4.299 -1.380  -0.22
52 C 0.842 4.537 -0.784  0.14
53 P -0.729 4.689 -1.711  -0.63
54 C -0.331 3.624 -3.132  0.03
55 N -0.740 2.391 -3.350  0.21
56 C -0.234 2.044 -4.573  -1.11
57 C 0.485 3.080 -5.095  -0.40
58 N 0.404 4.090 -4.179  0.20
59 C 1.066 5.378 -4.281  -0.88
60 C -1.775 3.605 -0.690  -0.33
61 N -1.495 2.364 -0.329  0.57
62 C -2.408 2.037 0.634  -0.54
63 C -3.267 3.083 0.836  -0.96
64 N -2.870 4.069 -0.019  0.61
65 C -3.523 5.361 -0.150  -0.96
66 H 0.417 5.753 2.294  0.41
67 H -0.360 4.180 2.003  0.15
68 H -0.849 5.618 1.078  0.31
69 H 2.743 4.864 1.783  0.53
70 H 3.988 4.232 -0.593  0.47
71 H -0.420 1.076 -5.010  0.50
72 H 1.029 3.194 -6.016  0.49
73 H 1.142 5.653 -5.331  0.39
74 H 2.050 5.333 -3.820  0.28
75 H 0.472 6.132 -3.766  0.35
76 H -2.441 1.066 1.105  0.22
77 H -4.105 3.213 1.498  0.76
78 H -4.562 5.221 -0.445  0.35
79 H -3.012 5.946 -0.910  0.35
80 H -3.487 5.898 0.797  0.36
81 C -4.481 -1.802 3.805  -1.49
82 C -5.128 -1.236 2.575  0.78
83 C -5.103 0.132 2.319  -0.43
84 C -5.667 0.646 1.160  -0.41
85 C -6.251 -0.213 0.244  0.22
86 C -6.309 -1.580 0.491  -0.81
87 C -5.755 -2.077 1.654  -0.65
88 S -6.799 0.407 -1.311  1.29
89 O -6.935 1.831 -1.197  -0.70
90 O -7.861 -0.429 -1.782  -0.72
91 N -5.546 0.152 -2.355  -0.26
92 C -4.295 0.853 -2.099  0.29
93 C -3.076 0.132 -2.564  -0.49
94 C -2.640 -1.286 -1.483  0.64
95 O -3.695 -1.862 -1.378  -0.44
96 O -1.480 -1.280 -1.180  -0.60
97 H -4.311 -1.034 4.557  0.37
98 H -3.507 -2.226 3.557  0.08
99 H -5.090 -2.594 4.242  0.50
100 H -4.629 0.794 3.035  0.23
101 H -5.672 1.708 0.955  0.72
102 H -6.783 -2.239 -0.225  0.45
103 H -5.798 -3.141 1.853  0.43
104 H -5.436 -0.842 -2.508  0.44
105 H -4.180 1.123 -1.043  -0.35
106 H -4.300 1.802 -2.652  0.36
107 H -2.172 0.724 -2.440  -0.20
108 H -3.154 -0.372 -3.525  0.65
109 F -1.355 -0.580 2.372  -0.56
110 Sb -0.507 0.346 3.824  2.63
111 F -1.318 -0.794 5.072  -0.56
112 F -1.985 1.521 3.820  -0.56
113 F 0.960 -0.803 3.510  -0.48
114 F 0.328 1.515 2.527  -0.65
115 F 0.360 1.291 5.193  -0.56